A single C11H12N2S molecule at a distorted geometry, computed with ωB97M-V/def2-TZVPD.

SMILES string: Nc1nc(CCc2ccccc2)cs1
LUMO energy: 0.55 eV
Orbital gap: 8.4 eV
Relative energy (zero: lowest compared OMol25 entry of this formula, charge and spin): 1.978 eV
HOMO energy: -7.89 eV

Each line ends with the Mulliken charge.
Atoms and positions in Å:
C -0.055695 0.226074 1.412310  0.51
C -1.085875 -0.818428 1.471923  -0.88
C 0.719372 2.571621 0.760588  -0.59
H 0.342394 3.592476 0.435615  0.30
H 0.196352 -2.258405 0.704216  0.37
C 1.223273 0.072439 1.869373  0.07
H 1.529953 -0.871069 2.290631  0.36
H 0.278437 0.043532 -4.741490  0.28
H -1.551606 -2.780831 0.786469  0.36
H -1.061079 -1.238554 2.469706  0.29
H -1.409451 1.847148 0.644659  0.16
H 2.617591 3.170417 1.130826  0.29
H -2.076108 -0.231766 1.341411  0.32
C -0.308280 1.602230 0.967289  -0.18
H 3.185808 0.877523 2.257427  0.31
N 0.119979 -0.982071 -1.491684  -0.55
C -0.845304 -1.941249 0.566454  -0.63
S -1.895266 -0.728520 -2.976141  -0.25
C -0.207619 -0.564647 -2.646224  0.55
C -0.924042 -1.489684 -0.821501  0.19
C -2.157025 -1.513458 -1.467326  -0.45
H -3.108770 -1.775896 -1.105683  0.48
N 0.690779 -0.334318 -3.644747  -0.55
C 2.189223 1.091479 1.864469  -0.68
C 1.972189 2.291474 1.334232  -0.34
H 1.620768 0.142482 -3.412802  0.27

Forces on atoms 1 to 3 (eV/Å):
0.8 4.2 -0.5
-1.9 2.1 1.7
-3.1 -0.8 1.5



A single CH3ClS2 molecule at a distorted geometry, computed with ωB97M-V/def2-TZVPD.

SMILES string: SC(S)Cl
LUMO energy: 0.40 eV
Orbital gap: 9.7 eV
Relative energy (zero: lowest compared OMol25 entry of this formula, charge and spin): 1.175 eV
HOMO energy: -9.34 eV

Each line ends with the Mulliken charge.
Atoms and positions in Å:
S 0.135635 -0.556426 -1.539633  -0.15
S 0.822247 -0.190932 1.527337  -0.12
H -0.186469 1.440042 -0.279985  0.31
H -0.299222 -1.881047 -1.350561  0.16
C -0.168982 0.295013 0.042330  -0.21
H 1.667372 0.897438 1.181364  0.17
Cl -1.970580 -0.004090 0.419146  -0.16

Forces on atoms 1 to 3 (eV/Å):
0.2 -0.7 -0.1
0.5 2.3 -1.7
0.6 -2.5 1.1



A molecular structure, C3H7NO4S at a distorted geometry, computed with ωB97M-V/def2-TZVPD.

LUMO energy: 0.34 eV
Orbital gap: 9.5 eV
Relative energy (zero: lowest compared OMol25 entry of this formula, charge and spin): 6.636 eV
HOMO energy: -9.19 eV

Each line ends with the Mulliken charge.
Atoms and positions in Å:
H 0.486060 -1.180559 -2.171308  0.29
H 0.385559 -2.586797 -1.086958  0.43
H -1.253628 2.575747 0.045902  0.37
C -0.457274 2.072519 0.540576  -1.40
O 1.871582 0.204591 0.401557  -0.66
H 0.505369 2.365121 0.336973  0.40
C -0.774462 0.652430 0.340413  0.25
O -2.893663 0.254127 -0.249072  -0.69
H -0.696542 2.226443 1.541916  0.37
O 0.541456 -1.466861 1.452790  -0.69
H 2.112384 0.462288 1.370913  0.35
N -1.742781 -0.083017 -0.117582  0.88
H 1.904414 -1.785639 -1.158115  0.46
C 0.887518 -1.690089 -1.218465  -1.12
O -1.297872 -1.306480 -0.264904  -0.59
S 0.421877 -0.713819 0.235359  1.34

Forces on atoms 1 to 3 (eV/Å):
0.9 -0.7 1.5
-1.0 -1.6 0.4
-0.3 1.1 -0.9



Q: Among the records above, which one has the lowest HOMO energy?
A: CH3ClS2